w) Molecular formula: C9H14O
Method: DFT, ωB97M-V/def2-TZVPD

Geometry as XYZ:
```
24
Properties=species:S:1:pos:R:3:nbo_charge:R:1
C -2.77 0.06 0.46 -0.645
C -1.56 0.68 -0.11 -0.014
C -0.64 1.36 0.69 -0.221
C 0.52 1.92 0.10 -0.193
C 0.80 1.82 -1.25 -0.244
C -0.08 1.08 -1.98 -0.192
C -1.32 0.59 -1.49 -0.224
H -3.63 0.69 0.72 0.228
H -2.56 -0.53 1.38 0.223
H -3.21 -0.66 -0.20 0.214
H -0.88 1.43 1.75 0.218
H 1.09 2.69 0.62 0.213
H 1.76 2.21 -1.62 0.223
H 0.06 0.77 -3.02 0.209
H -1.84 -0.19 -2.02 0.210
C 2.54 -1.08 0.86 -0.633
C 1.09 -1.50 0.44 -0.058
O 0.57 -2.57 1.21 -0.743
H 3.10 -1.97 1.14 0.219
H 2.39 -0.42 1.73 0.209
H 3.03 -0.61 0.02 0.213
H 0.33 -0.76 0.49 0.180
H 1.15 -1.87 -0.59 0.143
H 0.03 -3.13 0.66 0.468
```

Values from the calculation:
spin multiplicity	1
LUMO level	0.84	eV
gap between HOMO and LUMO	10.0	eV



x) Molecular formula: C9H14O
Method: DFT, ωB97M-V/def2-TZVPD

Geometry as XYZ:
```
24
Properties=species:S:1:pos:R:3:nbo_charge:R:1
C -2.57 -1.32 -1.17 -0.630
C -1.35 -0.39 -1.35 -0.063
C -1.16 0.71 -0.54 -0.181
C 0.03 1.44 -0.56 -0.265
C 0.93 1.07 -1.57 0.294
O 2.06 1.85 -1.66 -0.705
C 0.79 -0.03 -2.43 -0.288
C -0.50 -0.68 -2.42 -0.181
H -2.16 -2.22 -1.58 0.208
H -3.31 -1.10 -1.85 0.222
H -2.66 -1.49 -0.11 0.225
H -1.93 1.08 0.24 0.215
H 0.29 2.25 0.09 0.230
H 2.87 1.48 -1.95 0.486
H 1.50 -0.22 -3.22 0.215
H -0.69 -1.55 -3.18 0.217
C 0.35 -0.48 3.07 -0.628
C 1.57 0.25 2.66 -0.619
H 0.30 -1.53 2.77 0.213
H 0.43 -0.69 4.12 0.205
H -0.55 0.09 3.03 0.211
H 2.23 -0.27 2.02 0.211
H 1.42 1.13 2.05 0.207
H 2.11 0.63 3.54 0.202
```

Values from the calculation:
spin multiplicity	1
LUMO level	0.87	eV
gap between HOMO and LUMO	9.2	eV



y) Molecular formula: C9H14O
Method: DFT, ωB97M-V/def2-TZVPD

Geometry as XYZ:
```
24
Properties=species:S:1:pos:R:3:nbo_charge:R:1
C 0.22 1.93 -0.36 -0.637
C 0.99 0.76 -0.86 -0.015
C 2.06 0.13 -0.24 -0.218
C 2.75 -0.96 -0.77 -0.207
C 2.31 -1.50 -1.97 -0.222
C 1.25 -0.93 -2.64 -0.206
C 0.59 0.15 -2.06 -0.210
H 0.63 2.83 -0.82 0.226
H 0.36 2.00 0.72 0.228
H -0.85 1.87 -0.51 0.217
H 2.47 0.46 0.71 0.206
H 3.60 -1.36 -0.24 0.213
H 2.78 -2.41 -2.33 0.209
H 1.00 -1.25 -3.64 0.212
H -0.32 0.48 -2.56 0.203
C -2.80 -0.85 1.72 -0.645
C -1.61 0.07 1.74 -0.063
O -1.61 1.08 2.73 -0.730
H -3.11 -1.07 2.75 0.198
H -2.54 -1.84 1.33 0.222
H -3.72 -0.58 1.22 0.212
H -0.71 -0.55 1.88 0.163
H -1.52 0.59 0.79 0.174
H -2.22 0.94 3.42 0.469
```

Values from the calculation:
spin multiplicity	1
LUMO level	0.92	eV
gap between HOMO and LUMO	9.9	eV



z) Molecular formula: C9H14O
Method: DFT, ωB97M-V/def2-TZVPD

Geometry as XYZ:
```
24
Properties=species:S:1:pos:R:3:nbo_charge:R:1
C 1.93 2.09 -1.12 -0.630
C 1.50 1.13 -0.04 -0.002
C 1.02 1.58 1.20 -0.225
C 0.61 0.62 2.11 -0.209
C 0.70 -0.74 1.86 -0.236
C 1.30 -1.19 0.69 -0.180
C 1.67 -0.22 -0.25 -0.230
H 2.70 1.63 -1.75 0.215
H 2.28 3.05 -0.74 0.217
H 1.11 2.23 -1.81 0.219
H 1.06 2.63 1.44 0.213
H 0.25 0.98 3.07 0.211
H 0.21 -1.42 2.54 0.216
H 1.58 -2.22 0.52 0.217
H 2.08 -0.61 -1.18 0.208
C -1.58 -0.38 -0.81 -0.637
C -2.70 -1.38 -1.00 -0.065
O -2.56 -2.53 -0.14 -0.724
H -1.29 -0.12 0.21 0.221
H -1.87 0.56 -1.29 0.201
H -0.70 -0.69 -1.37 0.209
H -3.65 -0.91 -0.81 0.157
H -2.63 -1.79 -2.01 0.176
H -3.01 -2.29 0.68 0.460
```

Values from the calculation:
spin multiplicity	1
LUMO level	0.92	eV
gap between HOMO and LUMO	10.0	eV



z) wins, 0.0043 hartree ahead of the next structure.